{"formula": "C62H39I4IrN4OSi", "method": "ωB97M-V/def2-TZVPD", "symbols": ["Ir", "I", "C", "C", "C", "C", "C", "C", "C", "C", "C", "C", "C", "C", "C", "C", "C", "C", "I", "C", "C", "C", "N", "C", "C", "C", "C", "C", "C", "I", "C", "C", "C", "C", "C", "C", "N", "C", "C", "C", "C", "C", "N", "C", "C", "C", "C", "I", "C", "C", "C", "C", "N", "H", "H", "H", "H", "H", "H", "H", "H", "H", "H", "H", "H", "H", "H", "H", "H", "H", "H", "H", "H", "H", "H", "H", "H", "O", "Si", "C", "C", "C", "C", "C", "C", "C", "C", "C", "C", "C", "C", "C", "C", "C", "C", "C", "C", "H", "H", "H", "H", "H", "H", "H", "H", "H", "H", "H", "H", "H", "H", "H"], "xyz": [[-0.221, 0.961, 0.892], [8.591, -1.290, 4.518], [6.725, -0.883, 3.632], [6.323, -1.599, 2.515], [5.092, -1.333, 1.939], [4.246, -0.375, 2.491], [4.664, 0.333, 3.618], [5.905, 0.092, 4.182], [2.911, -0.074, 1.930], [1.796, -0.370, 2.751], [1.876, -1.194, 3.893], [0.594, -1.360, 4.353], [-0.249, -0.579, 3.522], [-1.634, -0.384, 3.723], [-2.274, -1.068, 4.859], [-3.445, -1.807, 4.661], [-4.065, -2.458, 5.711], [-3.510, -2.386, 6.982], [-4.439, -3.372, 8.589], [-2.353, -1.655, 7.204], [-1.749, -0.990, 6.152], [-2.435, 0.455, 2.936], [-2.034, 1.115, 1.809], [-3.102, 1.861, 1.388], [-3.153, 2.667, 0.254], [-4.381, 3.449, 0.002], [-4.794, 4.421, 0.914], [-5.898, 5.214, 0.650], [-6.612, 5.026, -0.524], [-8.235, 6.289, -0.971], [-6.246, 4.031, -1.419], [-5.129, 3.257, -1.159], [-2.096, 2.801, -0.663], [-2.130, 3.643, -1.810], [-0.920, 3.531, -2.426], [-0.143, 2.623, -1.653], [-0.875, 2.186, -0.570], [1.209, 2.341, -1.901], [2.037, 1.613, -1.040], [3.440, 1.394, -1.277], [3.922, 0.733, -0.206], [2.815, 0.513, 0.683], [1.675, 1.048, 0.139], [1.818, 2.998, -3.074], [2.852, 3.920, -2.898], [3.336, 4.655, -3.966], [2.786, 4.470, -5.226], [3.452, 5.646, -6.837], [1.783, 3.533, -5.430], [1.306, 2.803, -4.357], [-4.208, 1.661, 2.276], [-3.793, 0.810, 3.242], [0.493, -0.013, 2.517], [6.962, -2.362, 2.096], [4.770, -1.898, 1.074], [4.015, 1.092, 4.037], [6.225, 0.659, 5.044], [2.774, -1.618, 4.303], [0.282, -1.986, 5.167], [-3.859, -1.890, 3.665], [-4.975, -3.016, 5.539], [-1.923, -1.597, 8.194], [-0.883, -0.370, 6.338], [-4.226, 4.585, 1.820], [-6.183, 5.990, 1.345], [-6.815, 3.878, -2.324], [-4.834, 2.488, -1.861], [-2.945, 4.275, -2.112], [-0.591, 4.057, -3.302], [3.968, 1.703, -2.159], [4.928, 0.401, -0.031], [3.257, 4.091, -1.909], [4.115, 5.386, -3.807], [1.365, 3.397, -6.418], [0.524, 2.071, -4.511], [-5.181, 2.103, 2.160], [-4.353, 0.471, 4.094], [-0.494, -0.815, -0.482], [0.076, -1.807, -1.572], [-0.044, -3.628, -0.948], [-0.409, -3.870, 0.371], [-0.438, -5.174, 0.854], [-0.122, -6.231, 0.015], [0.237, -5.991, -1.304], [0.270, -4.690, -1.786], [1.849, -1.646, -2.220], [2.902, -2.250, -1.532], [4.202, -2.186, -2.016], [4.474, -1.505, -3.193], [3.446, -0.869, -3.872], [2.147, -0.943, -3.388], [-1.099, -1.983, -3.080], [-0.670, -2.524, -4.287], [-1.583, -2.739, -5.313], [-2.921, -2.423, -5.133], [-3.346, -1.862, -3.938], [-2.438, -1.649, -2.909], [-0.660, -3.041, 1.021], [-0.714, -5.352, 1.886], [-0.168, -7.247, 0.384], [0.482, -6.811, -1.966], [0.546, -4.518, -2.818], [2.696, -2.782, -0.608], [5.009, -2.663, -1.472], [5.487, -1.450, -3.572], [3.657, -0.316, -4.779], [1.347, -0.447, -3.926], [0.371, -2.773, -4.447], [-1.244, -3.172, -6.246], [-3.633, -2.628, -5.921], [-4.388, -1.609, -3.791], [-2.767, -1.226, -1.969]], "gap_ev": [4.6, 4.2], "multiplicity": 2, "s_squared": 0.91, "e_lumo_ev": [-5.71, -6.11], "max_force_ev_per_a": 4.31, "e_tot_ha": -4264.761890, "homo_ha": [-0.379, -0.379], "relative_energy_kcal_mol": 0.0, "total_charge": 1, "molar_mass_g_mol": 1583.94}